ORCA calculation (ωB97M-V with the def2-TZVPD basis set) on a molecular structure, C7H11Cl.

XYZ file:
```
19
Properties=species:S:1:pos:R:3:forces:R:3
C -0.544 -2.000 0.414 -2.5 -0.9 -0.2
C -0.453 -0.688 -0.276 -1.7 0.6 -0.9
C -1.347 0.470 0.227 3.5 3.4 -1.6
C -0.485 1.571 1.037 1.7 -1.5 -1.7
C 0.901 1.361 0.136 0.6 -1.1 4.4
C 0.832 -0.083 -0.412 4.2 1.8 -1.9
C 1.861 -0.647 -1.107 -1.7 -0.5 1.5
H -0.412 -2.971 -0.572 -0.6 2.9 3.9
H -1.815 -1.568 0.813 3.6 -3.5 -0.5
H 0.237 -2.026 1.272 -1.7 -0.4 -1.4
H -1.442 1.044 -0.694 -0.9 -0.1 -0.2
H -2.240 0.369 0.699 -2.7 -1.2 1.0
H -0.696 2.671 0.841 -0.6 -1.6 0.6
H -0.509 1.289 2.088 0.5 0.4 0.1
H 1.912 1.766 0.587 -1.6 -1.8 0.0
H 0.771 2.243 -0.344 -0.7 1.8 -3.6
H 2.686 0.051 -1.231 0.5 -0.9 -0.3
H 1.774 -1.765 -1.410 0.6 2.4 0.2
Cl -1.031 -1.088 -2.070 -0.2 0.4 0.7
```
Forces are in eV/Å.

The molecular weight comes out at 130.6 u. The calculation puts the orbital gap at 9.624 eV. As for the energy above the lowest of the compared OMol25 structures with the same formula, charge and spin: 4.9525 eV. The total energy comes out at -733.31352 hartree.

Which charges does natural (NBO) predict for the atoms? In e, they are: number 1, C, carries -0.64; number 2, C, carries 0.02; number 3, C, carries -0.45; number 4, C, carries -0.38; number 5, C, carries -0.45; number 6, C, carries -0.08; number 7, C, carries -0.35; number 8, H, carries 0.27; number 9, H, carries 0.23; number 10, H, carries 0.24; number 11, H, carries 0.23; number 12, H, carries 0.22; number 13, H, carries 0.21; number 14, H, carries 0.20; number 15, H, carries 0.22; number 16, H, carries 0.22; number 17, H, carries 0.21; number 18, H, carries 0.22; number 19, Cl, carries -0.15

ORCA calculation (ωB97M-V with the def2-TZVPD basis set) on a single C7H11ClN2 molecule.

XYZ file:
```
21
Properties=species:S:1:pos:R:3:forces:R:3
C 1.200 1.398 -0.821 0.7 0.2 1.5
C 0.524 0.504 0.234 -0.4 -0.4 -2.0
C 1.543 -0.456 0.710 4.1 1.2 0.5
C -0.194 1.296 1.266 -1.1 -1.2 2.9
N -0.530 -0.404 -0.410 0.3 0.1 1.3
C -0.963 -0.508 -1.674 -0.2 -0.5 0.9
N -1.896 -1.378 -1.826 -1.4 0.0 -1.8
C -2.211 -1.852 -0.629 0.7 -1.2 1.1
C -1.293 -1.340 0.275 -1.3 -0.1 -0.6
Cl -1.172 -1.797 1.901 0.0 -0.2 0.7
H 0.596 2.167 -1.191 -1.2 1.5 0.0
H 2.147 1.837 -0.429 -0.9 -0.3 0.0
H 1.472 0.933 -1.711 0.6 -1.6 -1.4
H 1.257 -1.126 1.442 -1.2 -1.6 1.0
H 2.021 -0.977 -0.150 -0.4 0.3 0.6
H 2.404 0.059 1.309 -1.3 -0.3 -1.4
H -0.712 0.562 1.980 1.0 1.1 -0.8
H 0.395 1.961 1.905 0.3 -0.2 -0.4
H -1.035 1.835 0.906 -0.5 0.7 -0.9
H -0.598 -0.059 -2.499 1.6 1.9 -2.1
H -2.955 -2.656 -0.588 0.4 0.5 0.7
```
Forces are in eV/Å.

The molecular weight comes out at 158.6 u. The calculation puts the orbital gap at 9.126 eV. As for the energy above the lowest of the compared OMol25 structures with the same formula, charge and spin: 0.0000 eV. The structure (SMILES) is CC(C)(C)n1cncc1Cl. The total energy comes out at -842.99641 hartree.

Which charges does natural (NBO) predict for the atoms? In e, they are: number 1, C, carries -0.62; number 2, C, carries 0.13; number 3, C, carries -0.62; number 4, C, carries -0.64; number 5, N, carries -0.35; number 6, C, carries 0.16; number 7, N, carries -0.45; number 8, C, carries -0.09; number 9, C, carries 0.02; number 10, Cl, carries 0.04; number 11, H, carries 0.22; number 12, H, carries 0.23; number 13, H, carries 0.22; number 14, H, carries 0.23; number 15, H, carries 0.22; number 16, H, carries 0.21; number 17, H, carries 0.23; number 18, H, carries 0.23; number 19, H, carries 0.23; number 20, H, carries 0.19; number 21, H, carries 0.22

ORCA calculation (ωB97M-V with the def2-TZVPD basis set) on 2 unconnected molecules or ions with the total composition C7H11FIN2.

XYZ file:
```
22
Properties=species:S:1:pos:R:3:forces:R:3
C 1.098 -1.397 -1.211 -1.4 1.3 0.3
C 0.232 -3.043 0.241 0.3 -2.9 -0.1
C 0.594 -0.454 -0.247 2.0 -0.2 -0.6
C 0.803 -2.695 -0.998 -0.6 0.2 2.0
C 0.254 -0.953 0.988 0.1 -0.9 -2.0
C 0.710 0.991 -0.575 2.2 1.6 -0.3
C 0.627 2.149 0.427 2.8 -1.5 0.9
N 0.082 -2.240 1.253 -0.6 2.4 1.0
N -0.724 2.277 1.025 0.9 0.2 1.8
F 0.025 0.011 1.922 -0.2 -0.9 1.3
I -3.423 0.249 -0.188 0.1 0.3 0.5
H 1.537 -1.145 -2.178 -0.1 0.5 0.4
H -0.032 -4.113 0.501 0.4 1.2 -0.7
H -3.910 -0.696 -1.356 -0.1 -0.3 -0.4
H 1.051 -3.405 -1.707 0.3 -1.5 -1.2
H -0.036 1.334 -1.186 -2.2 -0.2 -2.5
H 1.659 1.243 -1.202 -1.4 -0.8 1.2
H 0.934 3.016 -0.064 -0.2 1.6 -1.1
H 1.501 1.984 1.060 -0.9 0.2 1.4
H -1.281 2.410 0.187 -1.2 -0.9 0.3
H -0.964 3.076 1.659 0.9 -0.4 -0.7
H -0.738 1.400 1.649 -1.2 0.8 -1.5
```
Forces are in eV/Å.

The molecular weight comes out at 269.1 u. The calculation puts the orbital gap at 9.675 eV. As for the energy above the lowest of the compared OMol25 structures with the same formula, charge and spin: 0.0000 eV. Its total charge is +1. The total energy comes out at -780.10708 hartree.

Which charges does natural (NBO) predict for the atoms? In e, they are: number 1, C, carries -0.13; number 2, C, carries 0.08; number 3, C, carries -0.14; number 4, C, carries -0.25; number 5, C, carries 0.55; number 6, C, carries -0.42; number 7, C, carries -0.24; number 8, N, carries -0.42; number 9, N, carries -0.72; number 10, F, carries -0.35; number 11, I, carries -0.13; number 12, H, carries 0.24; number 13, H, carries 0.22; number 14, H, carries 0.14; number 15, H, carries 0.24; number 16, H, carries 0.21; number 17, H, carries 0.26; number 18, H, carries 0.23; number 19, H, carries 0.24; number 20, H, carries 0.45; number 21, H, carries 0.45; number 22, H, carries 0.48

ORCA calculation (ωB97M-V with the def2-TZVPD basis set) on 2 unconnected molecules or ions with the total composition C7H11FN3S.

XYZ file:
```
23
Properties=species:S:1:pos:R:3:forces:R:3
F 2.527 -0.912 2.630 -0.1 0.0 -0.1
C 3.089 -0.355 1.494 0.3 0.2 -0.1
C 2.367 0.947 1.150 -0.4 0.1 1.1
C 0.882 0.710 1.169 0.7 -0.8 -1.0
C 0.244 -0.388 0.675 0.1 1.2 0.6
N -1.096 -0.191 0.942 -0.2 -1.4 -0.3
S -2.262 -1.407 0.496 -0.2 0.2 1.0
C -1.286 0.968 1.546 0.1 0.0 0.0
N -0.086 1.533 1.683 0.1 0.2 0.2
H 4.135 -0.162 1.728 0.0 0.0 -0.2
H 3.026 -1.065 0.668 0.0 -0.1 0.1
H 2.710 1.348 0.198 0.0 0.0 0.0
H 2.591 1.656 1.952 0.1 0.2 -0.2
H 0.669 -1.248 0.194 -0.4 -0.2 0.0
H -2.167 -2.173 1.609 0.1 0.4 0.2
H -2.238 1.358 1.862 0.0 0.0 0.0
H 0.098 2.418 2.131 -0.1 0.0 0.0
C -2.131 -0.167 -3.997 0.0 0.0 0.0
C -2.239 -1.106 -2.887 0.0 -0.2 0.2
N -2.324 -1.850 -2.011 -0.1 0.1 -1.6
H -1.137 0.275 -4.015 0.0 0.0 0.0
H -2.306 -0.688 -4.936 0.0 0.0 0.0
H -2.872 0.623 -3.885 0.0 0.0 0.0
```
Forces are in eV/Å.

The molecular weight comes out at 188.3 u. The calculation puts the orbital gap at 10.312 eV. Its total charge is +1. The total energy comes out at -935.38097 hartree.

Which charges does natural (NBO) predict for the atoms? In e, they are: number 1, F, carries -0.36; number 2, C, carries 0.06; number 3, C, carries -0.48; number 4, C, carries 0.16; number 5, C, carries -0.05; number 6, N, carries -0.43; number 7, S, carries 0.33; number 8, C, carries 0.25; number 9, N, carries -0.46; number 10, H, carries 0.20; number 11, H, carries 0.17; number 12, H, carries 0.26; number 13, H, carries 0.23; number 14, H, carries 0.26; number 15, H, carries 0.13; number 16, H, carries 0.26; number 17, H, carries 0.45; number 18, C, carries -0.73; number 19, C, carries 0.33; number 20, N, carries -0.39; number 21, H, carries 0.26; number 22, H, carries 0.27; number 23, H, carries 0.26

ORCA calculation (ωB97M-V with the def2-TZVPD basis set) on 2 unconnected molecules or ions with the total composition C7H11N.

XYZ file:
```
19
Properties=species:S:1:pos:R:3:forces:R:3
C -0.100 -2.173 0.862 -4.4 -4.9 -0.9
C -1.126 -1.285 0.654 1.6 4.5 1.7
C -0.648 0.141 0.664 -2.0 -0.9 3.2
C 0.702 0.418 0.598 0.3 0.4 0.2
C 1.561 -0.630 0.540 4.6 3.5 -0.6
C 1.176 -1.852 0.725 2.9 -6.0 0.6
H -0.287 -3.363 0.914 -0.1 3.0 0.1
H -2.171 -1.428 0.795 -0.5 -0.5 -0.1
H -1.240 1.129 1.023 0.4 -3.3 -1.0
H 1.128 1.400 0.356 -0.6 -0.5 1.0
H 2.646 -0.376 0.410 -1.0 -0.4 0.1
H 1.838 -2.804 0.772 -0.5 2.2 -0.1
C -0.804 2.457 -2.137 -0.1 0.7 -3.0
N -0.362 1.763 -1.042 -1.5 -1.3 3.7
H -0.678 1.713 -3.001 -0.8 1.6 0.6
H -1.833 2.875 -1.950 0.8 -0.3 -1.1
H -0.041 3.252 -2.282 -0.9 0.2 -0.6
H -0.939 2.126 -0.148 2.2 -1.2 -3.0
H -0.457 0.680 -1.038 -0.3 3.2 -0.7
```
Forces are in eV/Å.

The molecular weight comes out at 109.2 u. The calculation puts the orbital gap at 9.123 eV. As for the energy above the lowest of the compared OMol25 structures with the same formula, charge and spin: 4.7155 eV. The structure (SMILES) is c1ccccc1.CN. The total energy comes out at -327.91469 hartree.

Which charges does natural (NBO) predict for the atoms? In e, they are: number 1, C, carries -0.20; number 2, C, carries -0.23; number 3, C, carries -0.23; number 4, C, carries -0.25; number 5, C, carries -0.20; number 6, C, carries -0.24; number 7, H, carries 0.21; number 8, H, carries 0.22; number 9, H, carries 0.21; number 10, H, carries 0.26; number 11, H, carries 0.21; number 12, H, carries 0.21; number 13, C, carries -0.40; number 14, N, carries -0.85; number 15, H, carries 0.19; number 16, H, carries 0.17; number 17, H, carries 0.18; number 18, H, carries 0.34; number 19, H, carries 0.40

ORCA calculation (ωB97M-V with the def2-TZVPD basis set) on a single C7H11N molecule.

XYZ file:
```
19
Properties=species:S:1:pos:R:3:forces:R:3
C 3.925 0.270 -0.870 -0.4 1.1 -0.2
C 2.736 -0.308 -1.056 1.4 -0.4 0.5
C 1.497 0.374 -0.628 0.0 0.1 -1.0
C 0.762 0.012 0.414 0.3 1.1 -0.1
C -0.513 0.702 0.820 0.1 -1.0 1.0
N -1.615 -0.252 0.774 0.1 -0.2 -0.4
C -2.773 -0.151 0.050 0.2 0.5 0.3
C -3.862 -0.905 0.169 -0.9 -0.2 0.0
H 3.921 1.354 -0.778 0.1 0.0 0.7
H 4.918 -0.154 -0.827 -0.2 -0.5 -0.7
H 2.741 -1.321 -1.449 -0.4 -0.2 0.5
H 1.236 1.243 -1.231 -0.4 -0.1 0.0
H 1.174 -0.674 1.139 -0.2 -0.6 -0.2
H -0.689 1.633 0.287 -0.3 -0.2 -0.2
H -0.437 0.917 1.893 0.3 0.6 -0.1
H -1.472 -1.048 1.371 -0.3 0.0 0.0
H -2.749 0.688 -0.637 -0.2 0.1 0.1
H -3.983 -1.772 0.798 0.5 -0.1 0.4
H -4.817 -0.606 -0.237 0.2 0.1 -0.7
```
Forces are in eV/Å.

The molecular weight comes out at 109.2 u. The calculation puts the orbital gap at 8.734 eV. As for the energy above the lowest of the compared OMol25 structures with the same formula, charge and spin: 3.0805 eV. The structure (SMILES) is C=C/C=C/CNC=C. The total energy comes out at -327.97477 hartree.

Which charges does natural (NBO) predict for the atoms? In e, they are: number 1, C, carries -0.37; number 2, C, carries -0.22; number 3, C, carries -0.21; number 4, C, carries -0.18; number 5, C, carries -0.24; number 6, N, carries -0.61; number 7, C, carries 0.03; number 8, C, carries -0.56; number 9, H, carries 0.18; number 10, H, carries 0.20; number 11, H, carries 0.21; number 12, H, carries 0.20; number 13, H, carries 0.20; number 14, H, carries 0.21; number 15, H, carries 0.19; number 16, H, carries 0.38; number 17, H, carries 0.19; number 18, H, carries 0.19; number 19, H, carries 0.20

ORCA calculation (ωB97M-V with the def2-TZVPD basis set) on a single C7H11N molecule.

XYZ file:
```
19
Properties=species:S:1:pos:R:3:forces:R:3
C 1.519 -1.282 0.424 -3.4 1.5 0.3
C 1.396 0.051 1.313 2.4 -0.1 -1.1
C -0.012 0.655 1.244 0.7 -0.3 0.0
C -0.734 -0.376 0.523 -1.0 -1.6 1.3
C 0.270 -0.695 -0.559 0.6 -1.3 1.2
C -0.670 -0.455 -1.737 -1.1 1.3 1.0
C -0.974 1.169 -1.254 0.3 -2.2 -1.1
N -1.169 0.970 0.212 1.4 0.4 0.3
H 2.396 -1.400 -0.096 2.1 0.1 -1.3
H 1.391 -2.185 1.009 -0.6 -0.1 0.1
H 1.474 -0.208 2.354 -0.1 -0.4 0.6
H 2.233 0.778 1.216 -0.2 -0.5 -0.5
H 0.037 1.217 2.156 -2.0 0.2 0.6
H -1.269 -1.383 0.884 0.3 2.7 -0.6
H 0.941 0.119 -0.772 -0.3 1.0 0.1
H -0.204 -0.448 -2.626 2.3 0.4 -3.3
H -1.526 -1.083 -2.030 -0.3 0.2 1.3
H -1.923 1.553 -1.643 0.2 -0.2 0.0
H -0.141 1.852 -1.661 -1.0 -1.1 1.1
```
Forces are in eV/Å.

The molecular weight comes out at 109.2 u. The calculation puts the orbital gap at 10.039 eV. As for the energy above the lowest of the compared OMol25 structures with the same formula, charge and spin: 6.8983 eV. The structure (SMILES) is C1C[C@@H]2[C@@H]3[C@@H]1CCN32. The total energy comes out at -327.83447 hartree.

Which charges does natural (NBO) predict for the atoms? In e, they are: number 1, C, carries -0.36; number 2, C, carries -0.42; number 3, C, carries -0.11; number 4, C, carries -0.09; number 5, C, carries -0.25; number 6, C, carries -0.40; number 7, C, carries -0.23; number 8, N, carries -0.38; number 9, H, carries 0.20; number 10, H, carries 0.20; number 11, H, carries 0.21; number 12, H, carries 0.20; number 13, H, carries 0.22; number 14, H, carries 0.21; number 15, H, carries 0.19; number 16, H, carries 0.20; number 17, H, carries 0.21; number 18, H, carries 0.21; number 19, H, carries 0.20

ORCA calculation (ωB97M-V with the def2-TZVPD basis set) on a single C7H11N molecule.

XYZ file:
```
19
Properties=species:S:1:pos:R:3:forces:R:3
C -3.001 -1.167 -2.224 0.5 -0.6 -0.5
C -2.174 -0.212 -1.816 -0.5 0.9 0.6
C -1.820 0.003 -0.403 -0.2 -0.7 -0.3
C -0.606 0.432 -0.082 0.0 0.1 0.0
C 0.110 0.252 1.217 -0.2 0.9 0.5
N 1.259 1.163 1.330 0.0 0.6 -0.1
C 2.382 0.684 0.585 -0.3 0.5 0.8
C 3.373 0.002 1.145 -0.1 -0.5 -0.1
H -3.584 -1.791 -1.567 0.1 -0.1 0.4
H -2.933 -1.549 -3.237 -0.5 0.6 -0.2
H -1.729 0.499 -2.505 0.4 -0.5 -0.3
H -2.469 -0.500 0.309 0.1 0.1 0.2
H -0.012 0.900 -0.855 0.1 -0.1 -0.2
H 0.446 -0.761 1.354 0.2 -0.8 -0.3
H -0.545 0.424 2.075 -0.1 0.2 -0.1
H 1.464 1.323 2.306 0.3 -0.2 0.0
H 2.365 1.021 -0.445 -0.1 -0.8 -0.3
H 3.455 -0.063 2.225 -0.3 -0.3 0.0
H 4.019 -0.661 0.584 0.5 0.7 -0.2
```
Forces are in eV/Å.

The molecular weight comes out at 109.2 u. The calculation puts the orbital gap at 9.727 eV. As for the energy above the lowest of the compared OMol25 structures with the same formula, charge and spin: 3.0966 eV. The structure (SMILES) is C=C/C=C/CNC=C. The total energy comes out at -327.97418 hartree.

Which charges does natural (NBO) predict for the atoms? In e, they are: number 1, C, carries -0.40; number 2, C, carries -0.19; number 3, C, carries -0.23; number 4, C, carries -0.16; number 5, C, carries -0.26; number 6, N, carries -0.65; number 7, C, carries 0.00; number 8, C, carries -0.45; number 9, H, carries 0.19; number 10, H, carries 0.20; number 11, H, carries 0.20; number 12, H, carries 0.20; number 13, H, carries 0.19; number 14, H, carries 0.19; number 15, H, carries 0.21; number 16, H, carries 0.37; number 17, H, carries 0.19; number 18, H, carries 0.19; number 19, H, carries 0.21